Entry 1:
Density functional theory data (the ωB97M-V functional and the def2-TZVPD basis) for C31H29AsClN5O4PdS2 as an isolated structure at a distorted geometry.

Structure (XYZ):
```
74
Properties=species:S:1:pos:R:3:forces:R:3:lowdin_charge:R:1
Pd 0.092462 0.577460 -0.183177 -0.61 -0.24 1.28 0.7418
N -3.790472 -0.798732 0.278916 0.02 -0.04 -0.08 0.2012
C -3.741800 -1.006989 -1.085878 -0.08 -0.01 0.14 -0.1722
C -4.721173 -1.417693 -1.981065 0.00 0.01 -0.03 0.0136
C -4.344308 -1.527651 -3.302832 0.03 0.02 0.04 -0.0502
C -3.032790 -1.231467 -3.700958 -0.02 0.00 0.02 -0.0538
C -2.072198 -0.823127 -2.796701 0.05 -0.01 -0.15 -0.0303
C -2.432374 -0.708795 -1.455496 0.00 -0.09 0.04 -0.2318
N -1.715193 -0.357859 -0.305986 -0.11 0.35 -0.10 -0.0224
C -2.571560 -0.414250 0.705784 0.05 -0.05 0.13 -0.2483
C -2.346021 -0.201892 2.141039 -0.07 -0.07 0.04 -0.3244
C -3.207055 -0.697893 3.081431 -0.02 0.06 0.03 -0.3529
S -2.667243 -0.302938 4.639772 0.01 0.01 -0.03 1.0976
C -1.321208 0.494559 3.944296 0.07 -0.02 0.06 -0.4410
N -1.264960 0.474222 2.648656 -0.04 0.03 -0.35 0.0342
H -4.607115 -0.874814 0.860731 -0.01 0.01 -0.02 0.1695
H -5.729109 -1.637189 -1.655730 0.00 0.00 -0.01 0.1251
H -5.067465 -1.840740 -4.042534 0.00 0.00 0.00 0.1191
H -2.765006 -1.319936 -4.744897 -0.02 -0.01 -0.01 0.1164
H -1.084072 -0.597719 -3.165582 0.05 0.07 0.11 0.0700
H -4.096798 -1.290384 2.944733 0.01 -0.02 0.01 0.0855
H -0.582775 0.973986 4.571121 0.02 0.02 -0.03 0.0878
O 5.432543 -0.655423 1.559393 0.01 -0.06 -0.06 0.1472
C 4.676258 -1.732006 1.707359 -0.04 0.04 -0.03 -0.4973
O 5.124295 -2.815126 1.949564 0.03 -0.02 0.02 0.1200
C 3.193702 -1.568560 1.507048 0.07 -0.01 0.03 -0.0333
C 2.268133 -2.593709 1.670384 0.05 -0.07 -0.03 -0.5771
Cl 2.468400 -4.177262 2.203528 0.01 0.00 -0.01 0.8996
N 1.047243 -2.135003 1.314432 -0.10 0.17 0.05 -0.0472
N 1.129284 -0.832477 0.956718 0.41 -0.46 -0.19 0.0291
C 2.412231 -0.492261 1.066919 -0.04 0.17 -0.02 -0.1416
C 2.754856 0.928835 0.707540 -0.26 0.05 0.08 -0.5427
O 3.856851 1.393915 0.936818 0.10 -0.04 -0.09 0.0957
O 1.783386 1.602488 0.175573 0.18 -0.15 -0.23 -0.2176
C -0.205240 -2.816602 1.516117 0.02 0.00 0.06 -0.2341
C -0.931586 -3.269105 0.429882 0.02 -0.04 -0.05 -0.0220
C -2.116843 -3.956821 0.646723 0.02 0.01 -0.01 -0.0511
C -2.544497 -4.204726 1.944243 0.01 0.01 0.04 -0.0520
C -1.793457 -3.762516 3.026802 -0.02 -0.02 -0.01 -0.0580
C -0.618858 -3.058626 2.817053 0.02 0.01 -0.01 -0.0319
H 4.916302 0.160775 1.360192 -0.05 0.06 0.12 0.0648
H -0.568445 -3.109589 -0.576548 -0.01 0.01 -0.01 0.1041
H -2.684870 -4.326986 -0.196570 0.00 0.01 0.00 0.1189
H -3.452189 -4.768977 2.114232 0.00 0.00 -0.01 0.1182
H -2.115369 -3.976950 4.037208 0.00 0.00 0.00 0.1213
H -0.015990 -2.722208 3.651289 0.00 0.02 -0.01 0.1299
C 1.466581 -1.528972 -1.964132 -0.06 -0.29 0.01 0.2226
C 2.157036 -0.447056 -2.397720 0.53 0.02 0.01 -0.2727
C 1.535538 0.635181 -3.090101 0.02 0.18 -0.26 -0.0042
C 2.279212 1.723362 -3.446464 0.05 0.04 0.00 -0.0184
C 3.646292 1.762736 -3.131239 -0.03 -0.02 0.00 0.0504
C 4.292942 0.719247 -2.458024 -0.03 0.00 -0.01 -0.0025
C 3.560365 -0.374927 -2.093759 0.03 0.01 0.03 0.0352
H 1.978982 -2.305309 -1.403944 -0.02 -0.02 -0.01 0.1105
H 0.416455 -1.687577 -2.173689 -0.03 0.10 -0.03 0.0699
H 0.485150 0.596369 -3.335963 -0.02 -0.01 0.05 0.0960
H 1.825733 2.552377 -3.971357 -0.01 -0.01 -0.01 0.1284
H 4.223304 2.631701 -3.425092 0.01 0.00 0.01 0.1366
H 5.347079 0.784020 -2.229339 0.00 0.01 0.00 0.1370
H 4.023135 -1.200176 -1.564514 0.00 -0.01 -0.02 0.1403
C 1.724116 4.642377 -0.672683 -0.07 -0.02 -0.03 -0.2155
As 0.012333 4.079156 -0.014412 -0.16 -0.09 -0.05 0.8054
C -1.181432 5.532313 -0.380782 0.00 0.04 0.05 -0.2412
C 0.079630 3.835483 1.881147 0.09 -0.01 0.03 -0.2276
S -0.951635 2.404083 -0.995197 -0.11 0.47 -0.49 0.2705
H 1.951388 5.598305 -0.200327 0.03 -0.02 0.01 0.0557
H 1.643250 4.783812 -1.748824 0.02 -0.01 -0.01 0.0448
H 2.474140 3.898947 -0.426256 0.03 -0.04 0.01 0.0244
H -0.764792 6.442396 0.049198 -0.02 0.01 -0.01 0.0540
H -2.153527 5.324032 0.060259 0.00 -0.01 0.00 0.0486
H -1.285377 5.647775 -1.457519 0.01 0.00 -0.01 0.0484
H 0.437972 4.756142 2.340316 -0.01 0.00 0.02 0.0553
H 0.753547 3.012070 2.103914 -0.01 0.00 0.00 0.0281
H -0.925323 3.600898 2.224957 0.00 0.00 0.01 0.0426
```
Forces are in eV/Å.

Its charge is +2. As for the energy above the lowest of the compared OMol25 structures with the same formula, charge and spin: 0.0 kcal per mole. As for the maximum force: 1.43 eV/A. The energy is -5393.2242 a.u.

=====

Entry 2:
Density functional theory data (the ωB97M-V functional and the def2-TZVPD basis) for C31H29AsF5N2S2SeSiZn as an isolated structure.

Structure (XYZ):
```
73
Properties=species:S:1:pos:R:3:forces:R:3:nbo_charge:R:1
Zn 0.269283 0.255278 -0.193931 0.04 -0.04 -0.23 1.4594
S 0.979353 -0.214848 1.970660 -0.15 -0.13 -0.01 -0.4963
C -0.244805 -1.338522 2.569890 0.03 0.06 0.05 -0.1248
C -0.495844 -1.333896 3.951087 -0.02 -0.04 -0.04 -0.2350
C -1.364068 -2.238378 4.535734 0.04 0.04 -0.05 -0.1974
C -2.023374 -3.179559 3.753159 0.02 0.02 0.01 -0.2695
C -1.804349 -3.187518 2.386820 0.10 0.08 -0.07 -0.1430
C -0.925229 -2.284449 1.783336 -0.16 -0.07 0.11 -0.4016
As -0.688007 -2.280875 -0.150757 0.28 -0.04 0.25 0.8389
C 0.751131 -3.567374 -0.372704 0.12 0.07 0.03 -0.3488
C 1.112221 -3.939967 -1.665923 0.02 0.01 0.06 -0.2009
C 2.217873 -4.745102 -1.884058 0.01 -0.01 0.02 -0.2156
C 2.989705 -5.166209 -0.807268 -0.03 -0.01 0.02 -0.2218
C 2.650111 -4.777808 0.480266 -0.04 -0.05 -0.03 -0.2183
C 1.535040 -3.976559 0.698655 -0.06 -0.06 -0.06 -0.1501
C -2.232532 -3.348542 -0.677531 -0.07 0.10 -0.15 -0.2304
C -3.478520 -2.717976 -0.677755 0.01 -0.04 -0.01 -0.2451
C -4.615922 -3.420345 -1.051248 0.02 -0.04 -0.02 -0.2196
C -4.519674 -4.752158 -1.439536 0.05 0.03 0.03 -0.2104
C -3.279606 -5.377021 -1.454211 -0.06 0.03 0.00 -0.2223
C -2.138703 -4.676881 -1.077972 -0.07 -0.03 0.06 -0.2568
H 0.010556 -0.590226 4.553647 -0.01 -0.02 0.01 0.2173
H -1.533599 -2.205227 5.606161 0.01 0.01 -0.02 0.2020
H -2.705333 -3.894216 4.198014 0.01 0.02 0.00 0.2019
H -2.326460 -3.912276 1.775995 -0.02 -0.02 -0.03 0.2002
H 0.536103 -3.575225 -2.508181 0.00 0.00 -0.05 0.2105
H 2.497570 -5.020944 -2.893979 -0.02 0.00 0.02 0.2058
H 3.864473 -5.782702 -0.976799 -0.01 0.01 0.01 0.2043
H 3.262825 -5.085815 1.318817 0.00 0.02 0.00 0.2085
H 1.284105 -3.651944 1.700990 0.01 -0.02 0.02 0.2203
H -3.556268 -1.679007 -0.370410 0.00 -0.01 0.00 0.2511
H -5.579755 -2.924832 -1.039613 0.02 -0.01 0.01 0.2106
H -5.409160 -5.301899 -1.723058 0.01 0.01 -0.01 0.2031
H -3.199144 -6.415966 -1.752519 0.01 0.02 0.00 0.2060
H -1.177580 -5.174223 -1.080171 0.00 -0.02 0.00 0.2264
C -1.789215 -0.064992 -4.943673 0.07 0.12 0.09 -0.3959
N -1.119531 0.730362 -3.930025 -0.07 -0.10 -0.08 -0.3456
C -0.114697 1.657158 -4.131125 -0.05 -0.06 0.01 -0.1034
C 0.277712 2.053034 -2.894982 -0.13 0.08 0.19 -0.0495
N -0.476603 1.405999 -1.935313 0.24 -0.25 -0.27 -0.6096
C -1.294591 0.611372 -2.601399 0.08 0.22 -0.06 0.2108
H -2.023828 0.555037 -5.806982 -0.02 0.03 0.02 0.2061
H -2.715022 -0.458023 -4.530737 -0.01 0.00 0.02 0.2210
H -1.159465 -0.895505 -5.260424 0.03 -0.02 0.00 0.2064
H 0.240417 1.919926 -5.113995 -0.07 -0.02 0.05 0.2144
H 1.044721 2.759808 -2.627991 0.02 -0.10 0.01 0.2251
H -2.051939 -0.007807 -2.143066 0.13 -0.06 -0.02 0.2448
C 4.309194 -1.624933 0.881120 0.09 -0.13 0.13 -1.1503
Si 4.119243 -0.188497 -0.299836 -0.28 0.01 -0.07 1.4862
C 5.625335 -0.150159 -1.420908 0.16 0.04 -0.04 -1.1257
C 4.073218 1.382130 0.723871 0.06 0.10 0.10 -1.1358
Se 2.321039 -0.320893 -1.647809 -0.18 0.13 0.12 -0.9734
H 5.246055 -1.533157 1.449259 -0.12 -0.02 -0.07 0.2169
H 4.314177 -2.578161 0.344691 0.02 0.09 0.04 0.2330
H 3.470599 -1.629627 1.584453 0.09 -0.03 -0.07 0.2575
H 6.556583 -0.080373 -0.843430 -0.10 -0.01 -0.07 0.2174
H 5.567614 0.707802 -2.097293 0.03 -0.07 0.03 0.2310
H 5.659592 -1.058943 -2.029658 0.02 0.07 0.03 0.2314
H 5.015267 1.531895 1.268240 -0.11 -0.02 -0.05 0.2191
H 3.263227 1.316776 1.457993 0.09 0.05 -0.06 0.2474
H 3.893671 2.255146 0.090455 0.02 -0.04 0.04 0.2302
F -3.092907 6.312930 -0.766709 -0.01 0.06 -0.02 -0.3037
C -2.926351 5.017207 -0.463484 0.01 0.08 0.01 0.2329
C -3.372403 4.034567 -1.319196 -0.05 -0.10 -0.10 0.2547
F -3.970866 4.383040 -2.470152 -0.04 -0.01 -0.03 -0.3063
C -3.204925 2.702957 -0.989806 -0.02 0.07 0.05 0.3076
F -3.689395 1.803253 -1.862029 -0.12 -0.01 -0.07 -0.3174
C -2.573007 2.277176 0.177109 -0.01 -0.02 0.03 -0.2422
S -2.331040 0.594404 0.569075 0.02 0.08 0.05 -0.4858
C -2.139033 3.307710 1.016786 0.01 -0.03 -0.04 0.3020
F -1.524071 3.020886 2.165672 0.03 -0.02 0.06 -0.2951
C -2.311068 4.645550 0.714440 0.04 -0.02 0.07 0.2946
F -1.885724 5.597054 1.558654 0.03 0.01 0.03 -0.3100
```
Forces are in eV/Å.

Its charge is -1. As for the maximum force: 0.44 eV/A. The energy is -9310.1235 a.u.

=====

The frontier orbital gap results, record by record, are as follows: 5.596, 6.856 eV.